C33H51F4FeO33 | ωB97M-V/def2-TZVPD

Properties
<S²>: 8.757
highest occupied orbital energy (alpha / beta): -9.79 / -9.67 eV
frontier orbital gap (alpha / beta): 9.99 / 8.61 eV
charge: 0
2S+1: 6

XYZ file:
```
122
Properties=species:S:1:pos:R:3:forces:R:3:mulliken_charge:R:1
Fe 0.92020 2.34685 -0.18280 0.8 0.4 0.4 1.024
C -0.44071 -1.45533 -0.01597 1.0 -0.5 0.2 -0.395
C 0.09934 -0.05837 -0.10964 -0.7 0.9 -0.3 1.352
O -0.25876 0.76036 -0.99652 -0.5 -0.4 -0.8 -0.299
O 0.88320 0.40150 0.75432 0.5 -0.2 0.9 -0.314
H -0.95927 -1.59751 0.93100 -0.2 0.1 -0.1 0.168
H 0.43785 -2.10642 0.05600 0.0 0.0 0.1 -0.695
H -1.01350 -1.83211 -0.85779 -0.2 0.5 0.0 0.066
C 1.05596 5.30567 -2.99874 0.1 0.3 0.3 -1.435
C 0.90587 4.30214 -1.89432 1.2 -1.3 0.5 0.529
O 0.19903 3.27834 -2.02655 -1.1 -0.4 -0.9 0.066
O 1.58257 4.29292 -0.82930 0.8 1.1 0.8 -0.489
H 1.37146 4.81578 -3.91907 -0.6 -0.3 -0.1 0.273
H 1.83986 6.04336 -2.83376 -0.2 0.0 0.6 0.369
H 0.08703 5.79778 -3.08031 0.1 0.0 -0.5 0.331
C 3.45906 3.21100 3.00948 -0.1 -0.5 0.2 -1.470
C 2.48015 2.89406 1.91667 -1.5 0.3 -1.1 0.393
O 2.82161 2.41183 0.81533 1.5 -0.6 -0.7 -0.240
O 1.23568 3.11168 1.97645 -0.7 0.4 1.1 -0.420
H 3.21859 4.13827 3.52316 0.0 0.1 -0.2 0.395
H 4.47921 3.18756 2.63589 0.0 0.2 -0.1 0.318
H 3.40381 2.41840 3.76072 -0.1 0.0 0.0 0.246
C 1.91147 -1.27677 2.95597 0.3 0.9 0.3 2.314
C 3.39844 -1.46132 3.01364 1.5 0.4 -0.6 0.911
O 3.69147 -1.99804 4.27759 -0.2 -0.1 -0.2 -0.413
C 2.53922 -2.23357 4.92235 -1.0 -1.5 0.4 0.558
O 2.42079 -2.83905 5.94456 0.4 0.7 -0.2 -0.585
O 1.47188 -1.85606 4.17870 -0.2 0.3 0.0 -0.428
F 4.09458 -0.26163 2.96874 -0.5 -0.3 -0.2 -0.323
H 1.47007 -1.72039 2.07005 -0.2 -0.3 0.3 -0.900
H 1.73648 -0.20027 2.93074 -0.3 -0.1 0.0 -1.152
H 3.76837 -2.09675 2.20787 0.3 0.1 0.3 -0.115
C -0.06153 1.24384 5.70046 -0.1 -0.1 -0.4 -0.494
C -0.58597 1.16366 4.25005 1.3 1.9 1.0 1.463
O -1.19427 2.44441 4.16250 0.0 -0.5 -1.1 -0.157
C -1.51191 2.90996 5.38817 -1.4 0.8 -0.4 0.473
O -2.19284 3.87528 5.57419 0.6 -0.5 0.0 -0.560
O -1.01857 2.10603 6.31115 -0.1 -0.7 1.4 -0.400
F -1.51368 0.20498 4.03948 0.1 -0.2 0.0 -0.215
H 0.84813 1.83319 5.83972 0.5 -0.6 -0.8 0.320
H 0.04037 0.25530 6.14389 -0.4 0.2 0.4 0.380
H 0.23348 1.14210 3.53425 -0.4 -0.3 -0.4 -0.823
C 2.47640 -2.92667 -2.01431 -1.2 0.2 -0.3 0.180
C 3.63658 -3.86199 -2.18139 0.2 0.3 -1.2 0.236
O 4.53461 -3.42051 -1.21170 0.8 -0.9 -0.4 -0.361
C 4.25254 -2.16905 -0.83743 -2.4 0.8 1.4 0.409
O 4.80742 -1.51733 -0.01962 0.8 -0.1 -0.5 -0.497
O 3.00061 -1.80701 -1.31324 1.0 -0.6 -0.1 0.156
F 4.18366 -3.65937 -3.44440 0.2 0.1 0.3 -0.341
H 1.65489 -3.41129 -1.47985 0.2 0.2 0.4 -0.356
H 2.06467 -2.57676 -2.95971 0.2 -0.1 -0.1 0.299
H 3.44782 -4.93371 -2.16295 0.0 0.1 0.7 0.323
C -5.52829 -2.84001 1.86752 1.2 0.4 -1.5 -0.345
C -4.41331 -1.79079 1.96750 -1.0 -0.9 0.9 0.582
O -3.38622 -2.33439 1.18841 -0.1 0.8 0.2 0.293
C -3.55155 -3.67514 1.13262 -0.1 -0.7 0.3 0.314
O -2.72524 -4.43131 0.74093 0.2 0.0 -0.3 -0.508
O -4.75908 -4.02428 1.59393 0.0 -0.2 0.2 -0.402
F -4.01837 -1.79078 3.28753 0.4 0.5 -0.2 -0.360
H -6.03687 -2.62508 0.92395 -0.8 0.0 0.5 0.143
H -6.11656 -2.96411 2.76618 -0.1 0.1 -0.1 0.363
H -4.71183 -0.80180 1.63655 0.4 0.1 0.0 0.031
C -3.38934 1.69466 0.54382 -0.3 -1.0 0.6 -0.298
O -3.04689 2.85533 1.29355 -0.5 0.5 -0.7 -0.433
C -1.97428 3.51839 0.91727 0.7 0.1 1.4 0.445
O -1.01160 3.03315 0.36490 -0.2 -0.2 -0.5 0.221
O -2.04060 4.74524 1.38520 -0.5 0.1 -0.1 -0.407
C -0.94234 5.59742 1.17825 2.1 1.3 -0.4 -0.438
H -2.99683 0.82849 1.08293 0.3 0.0 -0.3 0.106
H -3.05687 1.71729 -0.49065 0.2 0.1 0.1 0.100
H -4.47129 1.57716 0.58453 0.0 0.4 -0.1 0.368
H 0.01169 5.10712 0.98240 -0.3 -0.6 0.0 -0.048
H -0.71786 6.24690 2.02496 -0.7 -0.4 0.5 0.344
H -1.06302 6.31451 0.36171 -0.7 -0.4 -0.2 0.316
C -0.55018 1.22200 -7.92528 2.3 0.4 0.0 -0.595
O -1.42139 0.98229 -6.84519 -0.7 -0.3 -0.7 -0.364
C -1.30828 1.77667 -5.78603 0.1 -0.4 0.7 0.737
O -0.65381 2.77748 -5.70489 0.3 0.4 -0.2 -0.529
O -1.99965 1.21116 -4.80135 -0.6 -0.6 0.0 -0.312
C -1.84847 1.79520 -3.50156 0.3 0.3 0.0 0.840
H -0.51699 0.40238 -8.63673 -0.8 -0.2 0.2 0.288
H 0.47465 1.25132 -7.53006 -0.1 0.0 0.1 0.183
H -0.61571 2.17450 -8.45140 -0.8 0.0 0.2 0.297
H -2.29381 1.17571 -2.72856 -0.2 -0.5 -0.4 -0.504
H -2.36118 2.75581 -3.49020 0.4 0.2 0.1 0.325
H -0.78780 1.83797 -3.26858 -0.3 0.5 0.0 -0.510
C 4.82364 -5.14000 3.31344 0.1 -1.0 -0.1 -0.852
O 3.85214 -4.56927 2.44688 -0.2 1.3 -0.5 -0.175
C 2.79434 -5.28318 2.08207 0.3 -0.8 1.3 0.564
O 2.61643 -6.43445 2.37779 0.0 -0.2 -0.3 -0.596
O 1.94236 -4.50340 1.43478 0.1 0.9 -0.8 0.014
C 0.80296 -5.14674 0.86956 -0.7 -0.7 0.5 -0.867
H 5.43597 -4.34675 3.72852 -0.3 0.2 0.0 0.231
H 5.45886 -5.81515 2.73717 0.0 0.0 0.0 0.310
H 4.32960 -5.72418 4.08868 0.1 0.1 0.1 0.381
H 1.06234 -6.17656 0.62960 -0.1 0.1 -0.2 0.489
H 0.42000 -4.60084 0.01069 0.5 0.2 -0.1 0.197
H -0.01891 -5.16543 1.58807 0.2 0.0 0.1 0.289
C 1.82739 1.42726 -4.26755 -0.5 0.4 0.9 -0.280
O 3.12390 1.18701 -3.71122 0.0 -0.5 -1.1 -0.467
C 3.25956 1.37618 -2.42457 0.6 1.1 -0.1 0.450
O 2.33582 1.39761 -1.64428 -0.2 -0.1 0.5 0.395
O 4.53274 1.65993 -2.21681 0.1 -0.8 0.2 -0.499
C 5.00721 1.76712 -0.86731 0.1 -0.1 0.5 -0.421
H 1.47761 2.38876 -3.88703 0.1 0.1 -0.5 -0.034
H 1.07631 0.73743 -3.87667 0.2 -0.4 -0.3 0.146
H 1.94170 1.39970 -5.34283 -0.1 0.0 0.0 0.190
H 6.08802 1.64207 -0.87301 0.0 0.3 -0.5 0.317
H 4.64646 0.95984 -0.23148 -0.4 0.2 -0.1 0.038
H 4.69715 2.74093 -0.50050 0.2 -0.2 0.3 0.260
C -3.68080 -1.65783 -1.94403 1.5 -0.4 0.2 -0.424
O -4.98763 -1.84101 -2.48456 1.0 1.0 -0.5 -0.387
C -5.90272 -1.09114 -1.90613 -2.1 -1.6 1.4 0.777
O -5.85496 -0.59629 -0.79751 0.6 0.6 -0.6 -0.529
O -7.05369 -1.26014 -2.57225 0.5 0.3 -0.6 -0.383
C -8.21040 -0.71004 -1.96151 -0.4 0.5 0.1 -0.627
H -2.89870 -1.56044 -2.69933 -0.6 -0.1 -0.7 0.486
H -3.39834 -2.54570 -1.38068 -0.2 0.1 0.2 0.178
H -3.54990 -0.76839 -1.33384 -0.6 -0.1 0.2 0.124
H -9.07100 -0.95559 -2.57897 0.2 -0.3 -0.1 0.243
H -8.16256 0.37921 -1.93486 0.2 0.0 0.2 0.286
H -8.34723 -1.10992 -0.95828 0.0 0.1 0.0 0.262
```
Forces are in eV/Å.

---

C33H51O2Sn | ωB97M-V/def2-TZVPD

Properties
ΔE to the lowest compared entry with this formula, charge and spin: 1.82 kcal/mol
highest occupied orbital energy: -1.27 eV
frontier orbital gap: 3.43 eV
charge: -1
2S+1: 1

XYZ file:
```
87
Properties=species:S:1:pos:R:3:forces:R:3:mulliken_charge:R:1
C 4.85866 -6.06214 -1.45264 0.1 0.2 0.0 -1.381
C 4.35523 -4.73649 -0.87570 -0.2 0.0 -0.1 -0.057
C 2.87067 -4.53372 -1.20126 -0.2 -0.1 0.0 -0.399
C 2.16965 -3.37805 -0.46041 -0.2 0.3 -0.2 -1.249
Sn 1.77554 -1.66914 -1.74167 -0.3 0.3 0.3 0.655
C 3.64318 -1.25356 -2.80474 -0.3 0.1 0.2 -1.250
C 4.85148 -0.86576 -1.94605 0.0 0.1 0.0 -0.222
C 6.12063 -0.56418 -2.75976 -0.2 0.0 0.1 -0.442
C 7.27877 -0.07760 -1.88742 -0.1 0.0 -0.2 -1.255
C 0.31664 -2.24511 -3.25292 0.3 0.2 0.2 -1.364
C -0.94044 -2.99434 -2.77378 -0.2 0.1 0.0 -0.072
C -0.90163 -4.51053 -3.00299 0.0 0.2 0.0 -0.043
C -2.18816 -5.20810 -2.55568 0.2 0.0 0.0 -1.372
C 1.00531 0.12325 -0.59995 1.3 -0.6 -0.7 -1.499
C -0.27912 -0.12720 0.06515 -1.5 0.1 -0.2 -0.012
C -1.51563 0.17019 -0.42257 1.7 -0.8 0.1 1.073
C -2.74349 -0.47438 0.15939 -0.3 -0.1 0.3 -1.358
C -1.68082 0.97826 -1.67845 -0.2 0.1 -0.3 -1.516
H 5.85948 -6.29514 -1.08044 0.0 0.0 -0.1 0.397
H 4.18888 -6.88490 -1.18012 0.1 0.1 0.0 0.328
H 4.90637 -6.01534 -2.54602 0.0 0.0 0.1 0.313
H 4.50159 -4.71129 0.21249 -0.1 -0.1 -0.1 0.392
H 4.95120 -3.90851 -1.28544 -0.1 -0.1 0.1 -0.113
H 2.77798 -4.41502 -2.29476 0.0 -0.1 0.2 0.244
H 2.33366 -5.46881 -0.96528 0.2 0.2 -0.1 0.411
H 1.17414 -3.69575 -0.12160 0.3 0.1 0.1 0.446
H 2.73576 -3.01610 0.40788 -0.1 -0.3 -0.1 0.569
H 3.85409 -2.14485 -3.41110 0.0 0.2 0.0 0.334
H 3.36757 -0.43960 -3.48840 0.3 -0.1 0.0 0.546
H 4.60965 0.02836 -1.35076 0.0 -0.2 -0.1 0.306
H 5.08300 -1.66497 -1.22297 -0.1 0.2 -0.1 0.142
H 6.42291 -1.46493 -3.30831 0.0 0.1 0.0 0.307
H 5.88741 0.19454 -3.51646 0.0 -0.1 0.1 0.320
H 8.15594 0.13167 -2.50599 0.0 0.0 0.1 0.375
H 7.00713 0.84221 -1.35841 0.0 -0.1 0.0 0.315
H 7.55825 -0.83215 -1.14457 0.0 0.1 -0.1 0.303
H 0.04072 -1.28033 -3.70233 0.1 -0.3 -0.1 0.451
H 0.88498 -2.82193 -3.99714 -0.3 0.1 0.0 0.529
H -1.13987 -2.78958 -1.70784 0.0 -0.1 -0.3 -0.063
H -1.81307 -2.58976 -3.31800 0.2 -0.2 0.2 0.456
H -0.73088 -4.70245 -4.07096 0.0 0.0 0.1 0.391
H -0.04608 -4.95319 -2.47491 0.0 0.1 0.0 -0.074
H -2.16530 -6.26310 -2.84299 -0.1 0.1 0.1 0.401
H -2.30487 -5.15701 -1.46822 0.0 0.0 -0.1 0.304
H -3.06975 -4.74866 -3.01397 0.1 0.0 0.0 0.316
H 1.84603 0.21963 0.10213 -0.3 0.5 -0.1 0.463
H 1.02177 0.91778 -1.35767 0.0 0.0 0.4 0.440
H -0.20290 -0.61416 1.04024 -0.1 -0.2 -0.3 0.336
H -3.63135 -0.18075 -0.41272 0.1 -0.1 0.2 0.417
H -2.67103 -1.57484 0.14433 0.0 0.3 -0.1 0.330
H -2.91451 -0.18696 1.20208 0.0 0.1 -0.2 0.299
H -2.66770 1.46557 -1.69284 0.3 -0.1 0.0 0.397
H -0.92227 1.76830 -1.76553 -0.2 -0.2 0.0 0.399
H -1.61882 0.34291 -2.58274 0.0 0.2 0.2 0.217
C 1.31365 2.76491 7.06338 -0.6 -0.9 -0.7 -0.825
O 0.74923 1.71558 6.24168 1.0 0.3 1.5 -0.474
C 0.05315 2.03367 5.11852 -0.8 0.8 -1.3 1.032
C -0.51209 0.94905 4.39651 1.0 0.7 0.6 -0.752
C -1.15161 1.17854 3.20201 -0.1 0.5 -0.1 -0.256
C -1.43568 2.50064 2.74372 0.4 0.1 0.2 0.453
C -2.33664 2.68747 1.64594 -0.1 0.4 -0.6 -1.622
C -3.38349 3.63762 1.59321 0.2 -0.2 0.1 1.151
C -4.33298 3.60612 0.51007 -0.1 0.0 0.0 -0.910
C -5.39606 4.48574 0.48799 0.3 1.4 1.5 1.078
C -5.48911 5.49287 1.48912 1.3 -1.5 -0.1 -0.008
O -6.48205 6.39863 1.28536 -1.8 0.4 -1.2 -0.564
C -7.16142 6.01577 0.02591 0.5 0.5 0.7 -0.392
C -6.57697 4.66736 -0.42658 -0.3 -0.2 -0.1 -0.608
C -4.60478 5.53596 2.58144 -1.1 0.1 -1.0 -1.142
C -3.61150 4.59145 2.64729 0.3 -0.4 -0.4 -0.888
C -0.81216 3.57150 3.46118 -0.5 -0.5 -0.5 -1.103
C -0.08684 3.35349 4.61772 0.4 -1.3 0.9 -0.057
H 1.93289 2.23226 7.78776 -0.1 0.2 -0.1 0.251
H 1.93464 3.45707 6.47622 -0.2 -0.2 0.1 0.302
H 0.52004 3.31544 7.59063 0.2 0.0 -0.2 0.319
H -0.38637 -0.05763 4.79880 0.1 0.2 -0.1 0.376
H -1.49479 0.33584 2.59791 -0.1 0.3 0.4 0.143
H -2.25451 2.01830 0.79449 -0.2 -0.1 0.4 0.428
H -4.22832 2.87543 -0.30625 0.1 0.2 0.5 0.210
H -8.23991 5.97205 0.22716 0.3 0.0 0.0 0.262
H -6.96852 6.80887 -0.71318 0.0 -0.1 0.2 0.244
H -6.30319 4.67046 -1.48668 -0.1 0.0 0.1 0.293
H -7.33751 3.88395 -0.27488 0.3 0.0 -0.1 0.178
H -4.72171 6.30375 3.34138 0.0 -0.1 0.0 0.379
H -2.96418 4.56975 3.51783 -0.1 0.0 -0.2 0.515
H -0.88829 4.58952 3.07920 -0.1 -0.3 0.0 0.569
H 0.39056 4.17629 5.15597 -0.2 -0.2 -0.3 0.234
```
Forces are in eV/Å.

---

- Among the records above, which one has the highest charge?
  C33H51F4FeO33